(1)
ORCA calculation (wB97M-V/def2-TZVPD) on a cluster of 2 separate species, C4H12S2 in total.

```
18
Properties=species:S:1:pos:R:3:lowdin_charge:R:1
C 2.12992 -0.15786 1.24398 -0.4384
S 1.98561 0.12789 -0.53137 0.7328
C 1.75682 1.90217 -0.53728 -0.4532
H 3.15708 -0.22416 1.61178 0.0302
H 1.79149 0.74524 1.75251 0.0275
H 1.55010 -1.00281 1.60366 0.0188
H 0.77723 2.33286 -0.35296 0.0334
H 2.09492 2.16292 -1.54732 0.0248
H 2.48421 2.39886 0.10337 0.0350
C -2.07338 0.40616 1.16985 -0.4558
S -2.14883 -0.27067 -0.48523 0.7185
C -1.50928 -1.94767 -0.19668 -0.4179
H -2.92767 0.18088 1.81434 0.0334
H -1.18570 0.09087 1.70891 0.0204
H -2.09234 1.48840 1.03916 0.0236
H -0.78935 -2.24686 -0.95030 0.0250
H -2.32648 -2.66044 -0.12174 0.0237
H -1.01521 -1.94129 0.77256 0.0182
```

Energy relative to the best compared isomer or geometry (same formula, charge and spin): 14.6 kcal/mol
E_HOMO: -8.2 eV
LUMO: 0.909 eV
SMILES: CSC.CSC
HOMO-LUMO gap: 9.2 eV

---

(2)
ORCA calculation (wB97M-V/def2-TZVPD) on a cluster of 2 separate species, C4H12Si2 in total.

```
18
Properties=species:S:1:pos:R:3:lowdin_charge:R:1
C 1.33560 -0.35024 -0.14291 -0.2352
C 0.25538 -0.16443 -0.86711 -0.4635
C -0.75325 -1.35325 -1.07578 -0.0696
C -0.30942 0.99722 -1.57985 -0.1070
Si 2.43057 1.25506 0.18324 0.6851
Si -1.52390 -0.28888 4.28937 0.5346
H 1.55991 -1.33216 0.30285 0.0645
H -0.11114 -2.14201 -1.22656 0.0282
H -1.37858 -1.64302 -0.08407 0.1197
H -1.58874 -1.20088 -1.72867 0.0522
H -1.29151 1.12058 -1.11533 0.0960
H -0.30794 0.82610 -2.61504 0.0704
H 0.30857 1.91002 -1.43259 0.0235
H 2.75693 1.15443 1.60259 -0.0904
H 3.57283 1.08183 -0.69370 -0.1011
H 1.66511 2.37897 -0.41208 -0.0765
H -2.22200 -0.86738 3.10386 -0.2819
H -2.61450 0.17922 5.29665 -0.2491
```

Energy relative to the best compared isomer or geometry (same formula, charge and spin): 93.2 kcal/mol
E_HOMO: -8.4 eV
LUMO: -1.118 eV
HOMO-LUMO gap: 7.3 eV

---

(3)
ORCA calculation (wB97M-V/def2-TZVPD) on a structure of composition C4H13BClN3O4Pt.

```
27
Properties=species:S:1:pos:R:3:lowdin_spin:R:1
Pt 0.71234 -0.23123 -0.59067 1.4036
N -0.94226 1.05616 -1.37559 0.1602
C -1.50433 2.02052 -0.40654 0.0114
C -1.75873 1.41465 0.96680 0.0025
C -0.52897 1.30794 1.86086 0.0131
N 0.30852 0.13382 1.55879 0.1717
H -0.54198 1.55579 -2.16354 0.0067
H -1.66184 0.43921 -1.73913 0.0035
H -2.43633 2.43005 -0.80266 0.0059
H -0.79034 2.83984 -0.31920 -0.0001
H -2.24114 0.43663 0.86559 -0.0004
H -2.47801 2.05913 1.47573 -0.0002
H -0.84269 1.26857 2.90642 0.0065
H 0.09796 2.19079 1.73475 0.0000
H -0.08614 -0.71272 1.95632 0.0040
H 1.24753 0.26117 1.93741 0.0057
O 3.97507 2.49729 -0.20106 0.0096
Cl 3.19912 1.32569 -0.06034 0.0095
O 1.77629 1.66629 -0.45355 0.0491
O 3.62924 0.26892 -0.91194 0.0277
O 3.14169 0.88768 1.30733 0.0046
B -0.46427 -4.71581 -1.35003 0.0031
C -0.18798 -3.20160 -1.08595 0.0219
N -0.03811 -2.06956 -0.89000 0.0782
H -0.31025 -5.28131 -0.29337 0.0017
H 0.33207 -5.07037 -2.18449 0.0000
H -1.60646 -4.77753 -1.74194 0.0006
```

Energy relative to the best compared isomer or geometry (same formula, charge and spin): 0.0 kcal/mol
2S+1: 3
⟨S²⟩: 2.005
E_HOMO (alpha / beta): -9.4 / -9.6 eV
LUMO (alpha / beta): -0.175 / -1.979 eV
HOMO-LUMO gap (alpha / beta): 9.2 / 7.6 eV

---

(4)
ORCA calculation (wB97M-V/def2-TZVPD) on an isolated molecule of C4H13BNP.

```
20
Properties=species:S:1:pos:R:3:lowdin_charge:R:1
C 2.91381 0.83760 -0.06308 -0.1073
C 1.99382 -0.38641 -0.11864 -0.2718
C 0.51516 -0.04314 -0.00255 -0.2789
C -0.38433 -1.27002 -0.08352 -0.2352
B -1.92333 -1.11609 0.01379 -0.2372
P -2.77956 0.52665 0.48828 0.6407
N -3.13715 1.07692 -0.94584 -0.3100
H 2.34509 1.76709 -0.12325 0.0674
H 3.62850 0.84601 -0.88643 0.0656
H 3.50086 0.87387 0.85498 0.0660
H 2.14560 -0.93044 -1.05545 0.1059
H 2.25226 -1.10385 0.66559 0.1065
H 0.23679 0.66315 -0.79186 0.1162
H 0.33872 0.49471 0.93590 0.1026
H -0.13617 -1.87902 -0.96045 0.1053
H -0.16139 -1.95892 0.75458 0.1202
H -2.67013 -1.99725 -0.27447 0.0401
H -1.96282 1.27909 1.36556 -0.0226
H -3.86365 0.29286 1.37038 -0.0346
H -2.85206 2.02719 -1.14351 -0.0389
```

E_HOMO: -8.5 eV
LUMO: 0.037 eV
SMILES: CCCCB[PH2]=N
HOMO-LUMO gap: 8.6 eV

---

(5)
ORCA calculation (wB97M-V/def2-TZVPD) on a structure of composition C4H13CdNO2P2.

```
23
Properties=species:S:1:pos:R:3:lowdin_charge:R:1
C -1.23205 0.19418 1.90221 -0.0293
C -1.32899 1.44233 0.81087 -0.3669
O -1.41850 2.68630 1.28830 0.0660
N -1.28446 1.17770 -0.70388 -0.3052
C -2.45516 0.30282 -1.09412 -0.1847
P 0.27865 0.27376 -0.92312 0.4511
P 2.26628 -0.70154 -0.99515 0.7821
C 3.17184 -0.00718 0.58389 -0.2564
O 2.12807 -2.42569 -0.75158 -0.3993
H -1.77481 0.44260 2.92574 0.1382
H -1.65285 -0.83090 1.46158 0.0847
H -0.09309 0.00172 2.12622 0.0828
H -3.43632 0.88512 -0.74298 0.1620
H -2.54826 0.16470 -2.25577 0.0835
H -2.49509 -0.73848 -0.54855 0.0812
H 0.28573 0.50637 -2.35300 -0.0290
H -0.32075 -0.97346 -0.47838 -0.0191
H 0.88805 1.24529 -0.01560 0.0388
H 4.28668 -0.35588 0.65522 0.0991
H 3.05648 1.17697 0.48388 0.0840
H 2.50829 -0.32946 1.50295 0.0785
H 1.37343 -2.63617 -0.11020 0.0813
Cd -0.20317 -1.50109 -2.76852 1.2765
```

E_HOMO: -17.2 eV
LUMO: -12.051 eV
HOMO-LUMO gap: 5.2 eV
Net charge: +2

---

(6)
ORCA calculation (wB97M-V/def2-TZVPD) on a structure of composition C4H13ClNO2Zr.

```
22
Properties=species:S:1:pos:R:3:lowdin_charge:R:1
Zr 5.32634 2.37792 2.05029 1.5127
Cl 3.12030 1.23117 2.15759 0.0084
C -0.95788 0.57873 -2.08207 0.0497
C -1.48916 -0.44910 -1.02018 -0.3084
C -0.43208 -0.82915 0.01342 -0.1532
O 0.48570 -1.64392 -0.52239 -0.0352
C 1.66827 -1.92521 0.23609 0.0259
N -2.65387 -0.00259 -0.42570 0.2921
H -0.09253 0.16974 -2.59957 0.1112
H -0.75789 1.54365 -1.61692 0.1093
H -1.71262 0.74859 -2.85333 0.1143
H -1.64642 -1.40496 -1.63525 0.2779
H -0.84877 -1.28862 0.94830 0.2034
H 0.01671 0.13068 0.39057 0.1967
H 1.35494 -2.40687 1.17792 0.1361
H 2.23273 -1.00142 0.40643 0.0711
H 2.25281 -2.68458 -0.27282 0.1236
H -3.10598 -0.65702 0.22685 0.1769
H -3.38012 0.25254 -1.10945 0.1801
O 0.12961 2.64463 2.46685 -0.0243
H 0.94558 2.15484 2.33568 -0.0952
H -0.45567 2.46096 1.72769 0.0269
```

Energy relative to the best compared isomer or geometry (same formula, charge and spin): 58.4 kcal/mol
E_HOMO: -18.6 eV
LUMO: -16.664 eV
HOMO-LUMO gap: 1.9 eV
Net charge: +3

---

(7)
ORCA calculation (wB97M-V/def2-TZVPD) on a structure of composition C4H13EuNO6P2.

```
27
Properties=species:S:1:pos:R:3:lowdin_spin:R:1
N 2.11364 0.04914 1.85124 -0.0157
C 1.90646 -1.25981 1.18840 -0.0002
C 1.26329 -1.17277 -0.24003 -0.0003
C 1.58638 0.09481 -1.13072 -0.0045
C 0.28911 0.52240 -1.85482 -0.0007
O -0.15835 1.74691 -1.22416 0.0001
P -1.15419 1.54203 -0.01849 0.0003
O -0.53033 0.80372 1.09148 0.0020
O -1.43952 3.01610 0.46252 0.0000
O -2.53472 0.91980 -0.46212 0.0001
P -2.65454 -0.77949 -0.18106 0.0000
O -2.93988 -1.04169 1.38896 0.0000
O -3.93050 -1.30077 -1.01657 0.0000
H 1.43085 0.76861 1.54250 0.0001
H 3.07198 0.34935 1.62698 0.0041
H 2.85520 -1.78957 1.13333 0.0002
H 1.21213 -1.80944 1.81766 -0.0005
H 0.19987 -1.35590 -0.14238 0.0000
H 1.66186 -2.02614 -0.79373 -0.0002
H 2.35215 -0.09722 -1.88396 0.0002
H 1.87100 1.01526 -0.57430 -0.0030
H 0.49462 0.72919 -2.90303 0.0000
H -0.42211 -0.30384 -1.84653 -0.0001
H -2.09626 2.93460 1.17651 0.0000
H -3.87593 -1.26653 1.54788 0.0000
H -3.63584 -2.07743 -1.51696 0.0000
Eu 3.06363 1.78869 0.96140 7.0181
```

Energy relative to the best compared isomer or geometry (same formula, charge and spin): 41.6 kcal/mol
2S+1: 8
⟨S²⟩: 15.760
E_HOMO (alpha / beta): -14.7 / -14.7 eV
LUMO (alpha / beta): -9.054 / -8.859 eV
HOMO-LUMO gap (alpha / beta): 5.7 / 5.9 eV
Net charge: +2

---

(8)
ORCA calculation (wB97M-V/def2-TZVPD) on a structure of composition C4H13LiN2O4.

```
24
Properties=species:S:1:pos:R:3:lowdin_charge:R:1
Li -0.19249 0.40350 0.47866 0.3537
C 0.93544 1.68735 1.83665 -0.2889
O -0.35845 1.12502 1.69615 -0.4055
H 1.64461 1.34072 1.08498 0.0334
H 0.81462 2.75954 1.68192 0.0723
H 1.34345 1.38795 2.80205 0.0595
C 1.39631 -0.82953 0.67246 -0.0995
C 0.14708 -1.65825 0.26750 -0.2134
O -1.01241 -0.96377 0.66756 -0.0825
O 1.23839 0.28988 -0.26506 -0.1919
H 2.34047 -1.34746 0.50394 0.1436
H 1.24384 -0.52924 1.70913 0.1223
H 0.27069 -2.53981 0.89651 0.1248
H 0.20091 -2.09077 -0.73156 0.1267
H -1.77106 -1.50364 0.43393 0.1394
H 2.06924 0.39495 -0.73437 0.1511
C -1.28619 0.50095 -1.14483 -0.7339
O -1.27435 1.05932 -0.05114 -0.0430
N -2.38270 0.27422 -1.79508 0.1906
N -0.26973 0.05928 -1.80405 0.1550
H -2.24080 -0.25458 -2.64381 0.1139
H -3.21058 0.69683 -1.39996 0.1374
H -0.32082 -0.38311 -2.71058 0.1281
H 0.67460 0.12066 -1.45110 0.0067
```

Energy relative to the best compared isomer or geometry (same formula, charge and spin): 238.2 kcal/mol
E_HOMO: -5.8 eV
LUMO: -0.214 eV
HOMO-LUMO gap: 5.5 eV

---

no.,F_max (Eh/bohr),E (eV)
1,0.02671,-26012.4852
2,0.08476,-20092.7871
3,0.00979,-33455.3066
4,0.00497,-15812.2581
5,0.17873,-33059.7301
6,0.06182,-23706.5388
7,0.20531,-56024.1146
8,0.24293,-15725.0482